(1)
ORCA calculation (the ωB97M-V functional and the def2-TZVPD basis) on the molecule C21H24N2O3.

Geometry as XYZ:
```
50
Properties=species:S:1:pos:R:3
O 1.818 3.539 0.012
C 2.150 2.381 0.184
N 3.185 1.809 -0.466
C 3.623 0.446 -0.278
H 3.289 0.095 0.701
C 3.118 -0.519 -1.356
H 3.619 -1.477 -1.201
H 2.048 -0.688 -1.225
C 3.376 -0.037 -2.783
C 2.539 1.191 -3.153
C 3.205 2.535 -2.844
H 2.441 3.312 -2.893
C 3.883 2.587 -1.468
H 4.906 2.210 -1.532
H 3.914 3.625 -1.124
H 3.958 2.758 -3.602
H 1.585 1.132 -2.625
H 2.314 1.171 -4.221
H 3.116 -0.855 -3.458
H 4.438 0.177 -2.925
H 4.719 0.448 -0.281
C 1.415 1.491 1.147
C 0.381 0.699 0.672
C -0.325 -0.113 1.549
C -0.024 -0.114 2.904
C 0.982 0.710 3.375
C 1.705 1.508 2.505
H 2.495 2.145 2.874
H 1.209 0.723 4.431
H -0.580 -0.742 3.581
N -1.350 -0.953 1.040
C -1.203 -1.690 -0.123
O -0.207 -1.724 -0.797
C -2.502 -2.425 -0.383
C -3.404 -2.069 0.799
C -2.581 -1.129 1.658
O -2.921 -0.601 2.681
H -3.648 -2.955 1.392
C -4.726 -1.391 0.384
C -5.314 -2.108 -0.791
C -4.527 -2.398 -1.816
C -3.086 -1.998 -1.745
H -2.498 -2.440 -2.548
H -3.012 -0.909 -1.835
H -4.880 -2.911 -2.695
H -6.361 -2.364 -0.771
H -5.406 -1.370 1.233
H -4.514 -0.354 0.101
H -2.296 -3.498 -0.423
H 0.128 0.713 -0.377
```

- lowest unoccupied orbital energy (eV) = 0.687
- relative energy (zero: lowest compared OMol25 entry of this formula, charge and spin) (kcal/mol) = 9.0
- SMILES string = O=C(c1cccc(N2C(=O)[C@H]3CC=CC[C@H]3C2=O)c1)N1CCCCCC1
- multiplicity = 1
- charge = 0
- DFT total energy (hartree) = -1149.913490

Atomic partial charges in e from the natural (NBO) method, atoms 1 to 4: number 1, O, carries -0.618; number 2, C, carries 0.670; number 3, N, carries -0.439; number 4, C, carries -0.208



(2)
ORCA calculation (the ωB97M-V functional and the def2-TZVPD basis) on the molecule C21H24N2O4S.

Geometry as XYZ:
```
52
Properties=species:S:1:pos:R:3
C 5.264 3.302 1.376
C 4.833 2.023 0.695
O 5.601 1.340 0.052
N 3.516 1.696 0.862
C 2.886 0.571 0.331
C 3.431 -0.436 -0.452
C 2.592 -1.458 -0.871
C 1.260 -1.462 -0.509
C 0.714 -0.467 0.283
C 1.537 0.552 0.700
C 1.217 1.750 1.543
H 0.444 2.361 1.075
H 0.859 1.453 2.530
C 2.561 2.494 1.626
H 2.901 2.590 2.661
H 2.487 3.497 1.196
H -0.330 -0.518 0.541
S 0.207 -2.774 -1.114
O -1.119 -2.611 -0.562
O 0.859 -4.035 -0.872
C 0.111 -2.555 -2.941
C -1.279 -2.066 -3.286
H -1.343 -1.805 -4.346
C -1.556 -0.819 -2.450
O -0.680 -0.015 -2.197
N -2.842 -0.658 -2.080
H -3.473 -1.435 -2.196
C -3.232 0.332 -1.102
H -4.093 0.896 -1.478
H -2.385 1.012 -0.991
C -3.572 -0.321 0.246
C -3.758 0.731 1.301
C -5.019 1.245 1.578
C -5.183 2.243 2.523
C -4.085 2.744 3.200
C -2.824 2.241 2.930
C -2.664 1.242 1.986
H -1.680 0.847 1.782
H -1.964 2.627 3.458
H -4.212 3.523 3.938
H -6.169 2.630 2.731
H -5.880 0.856 1.054
H -2.759 -1.001 0.509
H -4.486 -0.910 0.139
H -2.013 -2.840 -3.063
H 0.865 -1.814 -3.193
H 0.349 -3.517 -3.383
H 2.974 -2.268 -1.473
H 4.472 -0.417 -0.725
H 5.113 3.237 2.452
H 6.321 3.456 1.174
H 4.701 4.151 0.995
```

- lowest unoccupied orbital energy (eV) = 0.566
- relative energy (zero: lowest compared OMol25 entry of this formula, charge and spin) (kcal/mol) = 8.9
- SMILES string = CC(=O)N1CCc2cc(S(=O)(=O)CCC(=O)NCCc3ccccc3)ccc21
- multiplicity = 1
- charge = 0
- DFT total energy (hartree) = -1623.328476

Atomic partial charges in e from the natural (NBO) method, atoms 1 to 4: number 1, C, carries -0.712; number 2, C, carries 0.694; number 3, O, carries -0.602; number 4, N, carries -0.430



(3)
ORCA calculation (the ωB97M-V functional and the def2-TZVPD basis) on the molecule C21H24N2O7S at a distorted geometry.

Geometry as XYZ:
```
55
Properties=species:S:1:pos:R:3
C 5.294 2.518 0.240
C 3.824 2.831 0.497
C 2.921 2.498 -0.692
C 2.918 1.012 -1.060
N 2.492 0.183 0.043
C 3.316 -0.652 0.691
O 4.478 -0.839 0.397
C 2.684 -1.396 1.875
H 2.800 -2.471 1.701
H 3.223 -1.119 2.785
O 1.316 -1.081 2.082
C 0.405 -1.947 1.604
O 0.697 -2.973 1.033
C -0.980 -1.477 1.791
C -2.023 -2.369 1.538
C -3.327 -1.929 1.515
C -3.607 -0.576 1.713
C -2.577 0.295 2.075
C -1.275 -0.152 2.114
H -0.476 0.527 2.364
H -2.823 1.325 2.275
N -4.862 -0.043 1.462
H -5.579 -0.721 1.247
S -4.905 1.238 0.329
O -4.663 2.472 1.005
O -6.139 1.060 -0.369
C -3.477 0.830 -0.672
C -3.426 -0.420 -1.254
C -2.225 -0.892 -1.768
C -1.075 -0.092 -1.668
C -1.173 1.199 -1.157
C -2.371 1.658 -0.645
H -2.458 2.634 -0.198
H -0.285 1.810 -1.139
O 0.151 -0.549 -2.041
C 0.209 -1.954 -2.228
C -1.004 -2.420 -3.027
H -0.988 -3.500 -3.177
H -1.020 -1.910 -4.000
O -2.197 -2.134 -2.322
H 1.139 -2.152 -2.762
H 0.229 -2.461 -1.255
H -4.304 -1.043 -1.308
H -4.131 -2.615 1.292
H -1.784 -3.400 1.324
H 1.547 0.302 0.376
H 3.923 0.683 -1.328
H 2.247 0.841 -1.907
H 1.900 2.811 -0.457
H 3.249 3.062 -1.567
H 3.487 2.275 1.375
H 3.714 3.895 0.719
H 5.455 1.446 0.166
H 5.629 2.990 -0.682
H 5.903 2.894 1.058
```

- lowest unoccupied orbital energy (eV) = 0.041
- relative energy (zero: lowest compared OMol25 entry of this formula, charge and spin) (kcal/mol) = 9.7
- SMILES string = CCCCNC(=O)COC(=O)c1ccc(NS(=O)(=O)c2ccc3c(c2)OCCO3)cc1
- multiplicity = 1
- charge = 0
- DFT total energy (hartree) = -1849.032144

Atomic partial charges in e from the natural (NBO) method, atoms 1 to 4: number 1, C, carries -0.621; number 2, C, carries -0.396; number 3, C, carries -0.397; number 4, C, carries -0.239



(4)
ORCA calculation (the ωB97M-V functional and the def2-TZVPD basis) on a 2-piece molecular cluster, C21H24N3O2 overall at a distorted geometry.

Geometry as XYZ:
```
50
Properties=species:S:1:pos:R:3
C 6.964 3.638 -1.446
O 6.386 2.314 -1.461
C 5.030 2.210 -1.461
C 4.486 0.902 -1.444
C 3.123 0.721 -1.354
C 2.233 1.823 -1.289
C 0.823 1.623 -1.078
O 0.088 2.760 -1.206
C -1.286 2.714 -1.081
C -1.944 1.495 -0.809
C -3.359 1.486 -0.952
C -4.034 2.646 -1.302
C -3.344 3.861 -1.458
C -1.962 3.899 -1.340
C -1.146 0.379 -0.504
C 0.221 0.422 -0.715
C 2.780 3.122 -1.409
C 4.148 3.320 -1.474
H 8.037 3.454 -1.440
H 6.679 4.206 -2.343
H 6.670 4.195 -0.544
H 5.167 0.056 -1.482
H 2.699 -0.280 -1.331
H -3.878 0.538 -0.796
H -5.115 2.626 -1.438
H -3.889 4.774 -1.683
H -1.398 4.820 -1.456
H -1.613 -0.520 -0.101
H 0.847 -0.460 -0.588
H 2.141 4.001 -1.431
H 4.558 4.331 -1.525
C -1.273 -3.796 -0.414
N -1.756 -3.952 0.926
C -2.020 -5.243 1.502
C -2.481 -4.915 2.917
N -2.455 -3.476 2.961
C -2.768 -2.769 4.170
C -2.040 -2.908 1.772
N -1.934 -1.654 1.463
H -1.003 -2.752 -0.583
H -0.391 -4.430 -0.576
H -2.036 -4.090 -1.149
H -2.806 -5.772 0.943
H -1.117 -5.868 1.507
H -3.494 -5.300 3.100
H -1.804 -5.345 3.669
H -2.618 -1.699 4.015
H -3.811 -2.941 4.471
H -2.118 -3.101 4.992
H -2.189 -1.067 2.253
```

- lowest unoccupied orbital energy (eV) = -4.386
- relative energy (zero: lowest compared OMol25 entry of this formula, charge and spin) (kcal/mol) = 2.6
- multiplicity = 1
- charge = +1
- DFT total energy (hartree) = -1129.129516

Atomic partial charges in e from the natural (NBO) method, atoms 1 to 4: number 1, C, carries -0.264; number 2, O, carries -0.466; number 3, C, carries 0.387; number 4, C, carries -0.265



(5)
ORCA calculation (the ωB97M-V functional and the def2-TZVPD basis) on the molecule C21H24N4O2 at a distorted geometry.

Geometry as XYZ:
```
51
Properties=species:S:1:pos:R:3
C -7.428 -1.565 -0.303
C -6.018 -2.049 -0.111
O -5.732 -3.198 0.141
C -4.987 -1.011 -0.255
N -5.274 0.270 -0.491
N -4.123 0.886 -0.557
C -3.053 0.067 -0.364
C -3.590 -1.192 -0.169
H -3.109 -2.133 -0.014
C -1.733 0.720 -0.494
O -1.699 1.834 -1.011
N -0.618 0.103 -0.054
C -0.631 -1.191 0.607
H -0.750 -1.976 -0.150
C 0.650 -1.483 1.397
C 1.803 -1.244 0.485
C 1.750 -0.171 -0.357
N 2.866 -0.139 -1.147
C 3.659 -1.206 -0.821
C 4.886 -1.601 -1.335
C 5.463 -2.738 -0.811
C 4.838 -3.470 0.202
C 3.623 -3.086 0.720
C 3.014 -1.939 0.210
H 3.147 -3.655 1.504
H 5.326 -4.355 0.583
H 6.418 -3.073 -1.190
H 5.370 -1.035 -2.118
H 3.078 0.558 -1.841
C 0.639 0.813 -0.325
H 0.508 1.302 -1.297
C 0.891 1.904 0.749
H 1.759 1.627 1.352
C 1.102 3.303 0.164
C 1.171 4.324 1.298
H 0.261 4.301 1.893
H 2.015 4.111 1.951
H 1.292 5.328 0.899
C 2.373 3.375 -0.679
H 2.287 2.763 -1.573
H 3.232 3.035 -0.103
H 2.556 4.399 -0.995
H 0.240 3.537 -0.469
H 0.024 1.937 1.411
H 0.709 -0.823 2.267
H 0.622 -2.513 1.751
H -1.488 -1.223 1.285
H -4.046 1.874 -0.761
H -7.539 -1.188 -1.317
H -8.130 -2.375 -0.129
H -7.624 -0.739 0.375
```

- lowest unoccupied orbital energy (eV) = 0.608
- relative energy (zero: lowest compared OMol25 entry of this formula, charge and spin) (kcal/mol) = 28.3
- SMILES string = CC(=O)c1cc(C(=O)N2CCc3c([nH]c4ccccc34)[C@@H]2CC(C)C)[nH]n1
- multiplicity = 1
- charge = 0
- DFT total energy (hartree) = -1184.171351

Atomic partial charges in e from the natural (NBO) method, atoms 1 to 4: number 1, C, carries -0.712; number 2, C, carries 0.565; number 3, O, carries -0.533; number 4, C, carries -0.020



| no. | Kohn-Sham gap (hartree) |
| --- | --- |
| 1 | 0.35764 |
| 2 | 0.33182 |
| 3 | 0.33249 |
| 4 | 0.23512 |
| 5 | 0.31464 |